Density functional theory data (ωB97M-V with the def2-TZVPD basis set) for one molecule with the formula C4H5NO2 at a distorted geometry.

Structure (XYZ):
```
12
Properties=species:S:1:pos:R:3
C 0.07 -0.53 0.37
C 0.27 -0.35 1.64
C 0.01 -1.87 -0.22
C 0.21 1.85 -0.15
N -0.43 0.57 -0.45
O -0.18 -2.01 -1.41
O 0.59 -0.16 2.72
H 0.23 -2.76 0.32
H -0.27 2.75 -0.76
H 1.35 1.64 -0.25
H -0.46 0.17 -1.47
H -1.39 0.71 -0.35
```

Highest occupied orbital energy: -6.685 eV
Total energy: -360.47570 a.u.
Orbital gap: 6.50 eV

***

Density functional theory data (ωB97M-V with the def2-TZVPD basis set) for C30H27BrCl2CrN5O5 as an isolated structure at a distorted geometry.

Structure (XYZ):
```
71
Properties=species:S:1:pos:R:3
Cr -0.67 -0.86 -0.71
O 1.88 -2.72 -3.38
C 2.92 -1.88 -3.22
C 3.88 -1.84 -4.24
C 4.96 -0.99 -4.16
C 5.11 -0.16 -3.05
C 4.19 -0.22 -2.02
C 3.09 -1.08 -2.09
C 2.15 -1.21 -0.89
O 0.97 -1.78 -1.18
N 1.89 0.11 -0.30
N 0.69 0.27 0.33
C 0.75 0.97 1.43
C -0.29 1.63 2.14
Br -1.85 2.10 1.15
C -0.18 2.14 3.40
C 0.92 1.98 4.33
C 1.19 3.01 5.24
C 2.28 2.93 6.10
C 3.11 1.83 6.07
C 2.83 0.79 5.20
C 1.75 0.85 4.35
H 1.28 -2.59 -2.61
H 3.74 -2.49 -5.08
H 5.69 -0.97 -4.95
H 5.94 0.53 -2.99
H 4.34 0.40 -1.16
H 2.68 -1.84 -0.12
H 2.68 0.46 0.25
H 1.74 1.20 1.83
H -0.98 2.78 3.74
H 0.56 3.88 5.27
H 2.47 3.74 6.78
H 3.96 1.76 6.74
H 3.47 -0.09 5.18
H 1.53 0.00 3.72
Cl -5.48 -0.03 -0.13
C -4.48 -1.12 0.75
C -5.05 -2.02 1.65
C -4.26 -2.89 2.37
Cl -5.00 -3.96 3.50
C -2.86 -2.93 2.20
C -1.95 -3.75 2.90
C -0.61 -3.67 2.59
C -0.18 -2.81 1.58
N -1.00 -2.01 0.91
C -2.31 -2.05 1.23
C -3.10 -1.10 0.52
O -2.49 -0.30 -0.28
H -6.12 -2.00 1.79
H -2.32 -4.42 3.66
H 0.11 -4.28 3.10
H 0.86 -2.77 1.29
O -2.17 -3.48 -3.41
N -1.82 -2.39 -3.01
O -1.54 -2.16 -1.80
C -0.90 3.57 -3.41
C -1.84 2.36 -3.45
C -3.11 2.63 -2.62
C -2.17 1.96 -4.89
C -1.18 1.26 -2.77
N -0.70 0.43 -2.14
H -1.36 4.41 -3.91
H 0.04 3.34 -3.91
H -0.68 3.84 -2.38
H -3.69 3.43 -3.08
H -2.85 2.92 -1.61
H -3.73 1.73 -2.56
H -2.69 2.78 -5.39
H -2.81 1.08 -4.92
H -1.26 1.75 -5.45
```

Highest occupied orbital energy (alpha / beta): -7.302 / -7.255 eV
Total energy: -6348.15115 a.u.
Spin multiplicity: 2
Orbital gap (alpha / beta): 6.02 / 6.21 eV

***

Density functional theory data (ωB97M-V with the def2-TZVPD basis set) for C52H55F5O3SeSiV as an isolated structure at a distorted geometry.

Structure (XYZ):
```
118
Properties=species:S:1:pos:R:3
V 11.35 14.76 11.86
C 9.00 22.69 13.90
C 10.36 22.02 14.03
C 11.40 22.85 13.35
C 10.71 21.89 15.56
C 10.38 20.51 13.58
C 11.36 19.94 12.82
C 11.33 18.62 12.41
Se 12.76 18.00 11.26
C 14.12 17.58 12.51
C 15.04 18.55 12.91
C 16.11 18.28 13.73
C 16.25 16.92 14.17
C 15.32 15.93 13.86
C 14.17 16.25 12.98
O 13.25 15.34 12.69
C 15.54 14.46 14.26
C 14.45 13.88 15.13
C 15.69 13.63 12.94
C 16.81 14.27 15.00
C 17.20 19.31 14.12
C 18.59 18.69 13.96
C 17.14 20.51 13.16
C 17.06 19.80 15.57
C 10.32 17.71 12.81
O 10.23 16.49 12.41
C 9.33 18.25 13.67
C 9.40 19.61 14.00
C 8.27 17.33 14.26
C 7.25 17.02 13.16
C 7.66 17.94 15.54
C 8.94 15.98 14.72
H 9.04 23.65 14.43
H 8.23 22.09 14.38
H 8.77 22.78 12.83
H 11.37 23.88 13.72
H 11.21 22.91 12.29
H 12.39 22.48 13.50
H 10.81 22.94 15.96
H 11.65 21.38 15.64
H 9.98 21.32 16.11
H 12.20 20.58 12.45
H 14.87 19.52 12.48
H 17.11 16.70 14.79
H 13.55 13.88 14.54
H 14.31 14.53 15.98
H 14.72 12.90 15.46
H 14.78 13.60 12.35
H 15.96 12.63 13.22
H 16.53 13.94 12.33
H 16.76 14.88 15.90
H 17.70 14.53 14.43
H 16.93 13.18 15.30
H 18.68 18.17 13.01
H 18.74 17.97 14.79
H 19.38 19.43 14.00
H 17.13 20.29 12.12
H 17.99 21.14 13.43
H 16.22 21.11 13.30
H 16.88 18.98 16.28
H 16.17 20.42 15.64
H 17.92 20.37 15.86
H 8.63 19.90 14.66
H 6.86 18.01 12.89
H 6.46 16.43 13.60
H 7.65 16.56 12.22
H 7.01 18.81 15.37
H 8.43 18.19 16.25
H 7.06 17.18 16.05
H 9.17 15.32 13.90
H 8.23 15.61 15.46
H 9.89 16.11 15.23
F 8.84 15.11 9.29
C 8.48 14.10 10.16
C 9.24 13.82 11.27
C 8.82 12.75 12.04
F 9.59 12.43 13.17
C 7.79 11.95 11.70
F 7.47 10.85 12.41
C 7.07 12.23 10.57
F 5.98 11.46 10.26
C 7.41 13.33 9.81
F 6.69 13.58 8.72
O 12.24 13.36 10.96
Si 12.92 12.12 10.20
C 11.53 11.02 9.50
C 11.60 9.62 9.43
C 10.68 8.90 8.72
C 9.58 9.51 8.11
C 9.48 10.88 8.14
C 10.40 11.61 8.87
C 14.04 12.81 8.87
C 14.33 12.09 7.73
C 14.90 12.73 6.63
C 15.10 14.12 6.65
C 14.94 14.81 7.86
C 14.46 14.13 8.98
C 13.94 10.93 11.32
C 13.57 10.51 12.61
C 14.39 9.69 13.39
C 15.61 9.26 12.88
C 15.95 9.58 11.60
C 15.12 10.34 10.79
H 12.42 9.11 9.83
H 10.83 7.85 8.65
H 8.88 8.96 7.52
H 8.70 11.38 7.65
H 10.23 12.67 8.91
H 14.07 11.04 7.68
H 15.04 12.17 5.72
H 15.42 14.70 5.80
H 15.05 15.90 7.83
H 14.35 14.64 9.90
H 12.69 10.92 13.04
H 14.05 9.30 14.33
H 16.33 8.66 13.48
H 16.91 9.18 11.24
H 15.51 10.65 9.81
```

Highest occupied orbital energy (alpha / beta): -1.564 / -2.306 eV
Charge: -2
Total energy: -6374.61737 a.u.
Spin multiplicity: 4
Orbital gap (alpha / beta): 5.52 / 6.26 eV

***

Density functional theory data (ωB97M-V with the def2-TZVPD basis set) for one molecule with the formula C4H12N2O at a distorted geometry.

Structure (XYZ):
```
19
Properties=species:S:1:pos:R:3
N -2.25 -1.20 1.32
C -1.89 0.26 1.14
C -0.55 0.33 0.48
N -0.32 -0.60 -0.64
C 0.75 -0.22 -1.56
C 2.10 0.01 -0.86
O 2.12 1.39 -0.40
H -2.75 -1.19 2.21
H -1.40 -1.62 1.68
H -1.73 0.76 2.10
H -2.69 0.75 0.59
H -0.21 1.30 0.08
H 0.27 0.13 1.18
H -1.16 -0.76 -1.17
H 0.81 -1.02 -2.29
H 0.51 0.80 -1.93
H 2.39 -0.67 -0.06
H 2.94 -0.04 -1.58
H 3.06 1.59 -0.28
```

Highest occupied orbital energy: -8.298 eV
Total energy: -344.30565 a.u.
SMILES: NCCNCCO
Orbital gap: 9.20 eV

***

Density functional theory data (ωB97M-V with the def2-TZVPD basis set) for C4H8S as an isolated structure at a distorted geometry.

Structure (XYZ):
```
13
Properties=species:S:1:pos:R:3
C -0.08 -0.54 0.59
C 0.00 0.94 0.68
C 0.85 0.84 -0.54
C 0.13 -0.46 -0.89
H -2.13 -1.86 0.45
H 0.90 -1.07 0.95
H 0.25 1.47 1.58
H -0.98 1.27 0.38
H 0.80 1.56 -1.39
H 1.93 0.63 -0.42
H -0.77 -0.07 -1.38
H 0.50 -1.33 -1.43
S -1.39 -1.37 1.43
```

Highest occupied orbital energy: -8.894 eV
Total energy: -555.33794 a.u.
Orbital gap: 9.96 eV

***

Density functional theory data (ωB97M-V with the def2-TZVPD basis set) for one molecule with the formula C8H10O at a distorted geometry.

Structure (XYZ):
```
19
Properties=species:S:1:pos:R:3
C -1.80 -0.16 0.33
C -1.35 1.02 -0.29
C -0.15 1.66 -0.21
C 1.12 1.19 0.27
C 1.47 -0.27 0.08
C 2.73 -0.64 -0.26
C 0.44 -1.38 -0.19
C -0.85 -1.31 0.11
H -3.53 -1.02 0.19
H -1.99 0.01 1.48
H -2.23 1.55 -0.79
H -0.10 2.69 -0.65
H 0.98 1.30 1.39
H 2.02 1.74 -0.11
H 3.12 -1.62 -0.27
H 3.51 0.06 -0.33
H 1.01 -2.19 -0.55
H -1.38 -2.25 0.12
O -3.03 -0.39 -0.32
```

Highest occupied orbital energy: -8.581 eV
Total energy: -385.95402 a.u.
SMILES: C=C1C=C[C@H](O)C=CC1
Orbital gap: 9.40 eV

***

Density functional theory data (ωB97M-V with the def2-TZVPD basis set) for one molecule with the formula C4H4N2.

Structure (XYZ):
```
10
Properties=species:S:1:pos:R:3
C 0.16 -0.22 1.28
C -1.11 0.02 0.67
N -1.12 0.47 -0.55
C -0.52 0.60 -1.62
C 1.65 -0.37 -0.65
N 1.16 -0.47 0.49
H 0.32 -0.24 2.35
H -2.05 -0.13 1.19
H -0.53 1.60 -2.07
H 2.10 -1.28 -1.07
```

Highest occupied orbital energy: -7.792 eV
Total energy: -264.15580 a.u.
Orbital gap: 8.32 eV

***

Density functional theory data (ωB97M-V with the def2-TZVPD basis set) for HO3SYb as an isolated structure at a distorted geometry.

Structure (XYZ):
```
6
Properties=species:S:1:pos:R:3
S -0.52 0.06 1.32
O 0.37 -1.08 0.75
O -1.59 -0.08 -1.24
Yb 0.90 0.05 -1.19
O 0.27 1.23 0.68
H -2.03 -0.93 -1.23
```

Highest occupied orbital energy (alpha / beta): -12.630 / -14.057 eV
Charge: +1
Total energy: -1782.85715 a.u.
Spin multiplicity: 3
Orbital gap (alpha / beta): 5.73 / 5.75 eV

***

Density functional theory data (ωB97M-V with the def2-TZVPD basis set) for C14H19N4OPtS4Sb as an isolated structure at a distorted geometry.

Structure (XYZ):
```
44
Properties=species:S:1:pos:R:3
Pt 1.08 -0.22 -0.69
C 1.84 0.20 2.75
N 0.73 -0.40 2.03
C -0.55 0.04 2.55
C 0.81 -1.86 1.98
C -0.03 -2.44 0.87
C -0.88 -3.51 1.12
C -1.60 -4.10 0.10
C -1.46 -3.63 -1.20
C -0.62 -2.55 -1.46
C 0.09 -1.92 -0.43
H 1.83 -0.07 3.82
H 1.77 1.29 2.65
H 2.77 -0.13 2.29
H -0.67 -0.24 3.62
H -1.36 -0.42 1.98
H -0.64 1.12 2.45
H 0.53 -2.30 2.95
H 1.86 -2.12 1.78
H -0.98 -3.88 2.14
H -2.28 -4.92 0.31
H -1.99 -4.10 -2.01
H -0.48 -2.20 -2.47
S 4.97 0.82 -3.43
Sb 3.36 -0.78 -3.11
S 1.11 0.07 -3.27
S 3.14 -1.35 -0.74
S 3.64 -2.67 -4.38
C 0.60 4.60 -0.76
N -0.31 3.49 -0.65
C -1.69 3.65 -0.85
C -2.50 2.51 -0.87
C -1.93 1.27 -0.69
N -0.58 1.14 -0.47
C 0.22 2.22 -0.52
O 1.46 2.07 -0.43
N -2.67 0.08 -0.61
H 0.09 5.43 -1.24
H 1.47 4.30 -1.35
H 0.96 4.92 0.23
H -2.05 4.65 -0.99
H -3.56 2.61 -1.03
H -3.41 0.04 -1.30
H -2.07 -0.72 -0.69
```

Highest occupied orbital energy: 0.476 eV
Charge: -2
Total energy: -2791.52934 a.u.
Orbital gap: 3.69 eV

***

Density functional theory data (ωB97M-V with the def2-TZVPD basis set) for a 2-piece molecular cluster, C4H11N2O overall at a distorted geometry.

Structure (XYZ):
```
18
Properties=species:S:1:pos:R:3
C 0.27 1.36 -0.84
O -0.87 0.82 -1.34
C 0.72 2.67 -1.48
H 1.18 0.62 -0.88
H 0.19 1.67 0.24
H 1.65 3.11 -1.01
H -0.09 3.38 -1.33
H 0.93 2.58 -2.56
C -1.37 -1.43 -0.19
N -0.48 -1.04 0.92
C 0.16 -1.95 1.73
N 0.93 -1.60 2.69
H -0.64 -1.50 -1.05
H -1.83 -2.40 0.00
H -2.12 -0.68 -0.37
H -0.07 -0.12 0.89
H -0.01 -3.06 1.54
H 1.46 -2.41 3.05
```

Highest occupied orbital energy: -2.744 eV
Charge: -1
Total energy: -343.71776 a.u.
Orbital gap: 6.67 eV

***

Density functional theory data (ωB97M-V with the def2-TZVPD basis set) for a 2-piece molecular cluster, C3H12NS2 overall.

Structure (XYZ):
```
18
Properties=species:S:1:pos:R:3
C 1.19 -2.18 0.71
S 0.54 -1.03 -0.50
S 1.66 0.68 -0.12
C 0.65 1.46 1.17
H 2.26 -2.30 0.60
H 0.95 -1.82 1.71
H 0.72 -3.13 0.45
H 0.36 0.77 1.97
H 1.21 2.28 1.61
H -0.24 1.89 0.74
C -2.85 1.43 -0.56
N -2.55 -0.02 -0.33
H -3.78 1.48 -1.13
H -3.00 1.94 0.39
H -2.04 1.89 -1.11
H -2.71 -0.50 -1.22
H -3.10 -0.47 0.40
H -1.53 -0.21 -0.12
```

Highest occupied orbital energy: -12.650 eV
Charge: +1
Total energy: -972.37979 a.u.
Orbital gap: 9.16 eV

***

Density functional theory data (ωB97M-V with the def2-TZVPD basis set) for C33H24AsBiCl4NO3P as an isolated structure.

Structure (XYZ):
```
68
Properties=species:S:1:pos:R:3
Bi 0.05 -1.16 -3.31
Cl -6.47 0.18 -5.13
C -4.83 -0.33 -5.18
C -4.31 -0.97 -6.30
Cl -5.32 -1.25 -7.67
C -2.98 -1.39 -6.33
Cl -2.31 -2.19 -7.70
C -2.16 -1.18 -5.23
O -0.88 -1.57 -5.20
C -2.67 -0.52 -4.10
O -1.85 -0.31 -3.05
C -4.00 -0.11 -4.08
Cl -4.58 0.66 -2.65
O -2.16 -4.71 -2.30
C -1.35 -3.87 -2.44
N -0.49 -3.04 -2.55
C 0.45 0.67 0.84
C -0.77 1.52 1.16
As -0.40 3.07 2.34
C 0.78 2.08 3.56
C 0.14 1.37 4.58
C 0.86 0.57 5.44
C 2.24 0.47 5.31
C 2.89 1.18 4.31
C 2.16 1.98 3.44
C 0.93 3.98 1.24
C 1.82 4.86 1.86
C 2.74 5.58 1.12
C 2.77 5.46 -0.26
C 1.88 4.60 -0.90
C 0.97 3.87 -0.15
P 0.07 -0.67 -0.37
C -1.18 -1.62 0.53
C -2.43 -1.79 -0.05
C -3.44 -2.46 0.63
C -3.19 -2.96 1.90
C -1.95 -2.79 2.50
C -0.94 -2.12 1.81
C 1.63 -1.64 -0.30
C 1.70 -3.00 -0.01
C 2.91 -3.67 -0.04
C 4.08 -2.99 -0.38
C 4.02 -1.63 -0.68
C 2.80 -0.97 -0.65
H 0.84 0.19 1.73
H 1.26 1.28 0.41
H -1.52 0.93 1.69
H -1.26 1.90 0.26
H -0.94 1.45 4.69
H 0.35 0.02 6.22
H 2.81 -0.16 5.99
H 3.96 1.11 4.20
H 2.68 2.52 2.65
H 1.80 4.97 2.94
H 3.42 6.26 1.62
H 3.49 6.02 -0.85
H 1.89 4.51 -1.98
H 0.27 3.22 -0.66
H -2.62 -1.39 -1.04
H -4.41 -2.59 0.17
H -3.97 -3.49 2.43
H -1.76 -3.18 3.49
H 0.03 -1.98 2.28
H 0.79 -3.54 0.24
H 2.95 -4.72 0.18
H 5.02 -3.51 -0.40
H 4.92 -1.10 -0.95
H 2.78 0.09 -0.90
```

Highest occupied orbital energy: -7.972 eV
Total energy: -6184.94864 a.u.
Orbital gap: 7.76 eV

***

Density functional theory data (ωB97M-V with the def2-TZVPD basis set) for a 11-piece molecular cluster, H22O11 overall at a distorted geometry.

Structure (XYZ):
```
33
Properties=species:S:1:pos:R:3
O 1.42 -2.91 3.12
H 1.98 -3.72 2.94
H 0.86 -2.86 2.33
O -1.99 2.12 2.04
H -1.64 2.41 1.21
H -1.35 1.51 2.38
O -0.21 -1.88 -1.94
H -0.91 -2.28 -1.47
H 0.63 -2.04 -1.45
O 2.11 1.31 -1.63
H 1.62 1.09 -0.82
H 3.03 1.20 -1.41
O -0.41 -2.37 1.09
H -1.37 -2.25 1.03
H -0.06 -2.90 0.36
O 2.02 -2.36 -0.47
H 2.17 -1.43 -0.50
H 2.60 -2.81 0.19
O -1.65 0.62 -3.92
H -1.35 0.65 -2.97
H -0.86 0.72 -4.42
O -0.07 0.59 2.88
H 0.57 0.98 3.48
H 0.26 0.65 1.96
O -1.13 3.79 -0.10
H -1.37 4.50 -0.69
H -0.22 3.50 -0.14
O -1.49 1.15 -1.40
H -2.34 0.77 -1.14
H -1.45 2.03 -1.02
O 0.46 0.28 0.34
H -0.22 0.60 -0.31
H 0.38 -0.65 0.43
```

Highest occupied orbital energy: -10.386 eV
Total energy: -840.81052 a.u.
SMILES: O.O.O.O.O.O.O.O.O.O.O
Orbital gap: 10.19 eV

***

Density functional theory data (ωB97M-V with the def2-TZVPD basis set) for a 2-piece molecular cluster, C3H3N2OS overall at a distorted geometry.

Structure (XYZ):
```
10
Properties=species:S:1:pos:R:3
C 0.63 1.46 -0.03
C -2.42 -0.59 -0.25
C 2.05 -0.27 0.72
N -1.63 -1.09 -1.08
N 1.09 0.32 0.13
O -2.87 0.05 0.60
S -0.10 2.72 -0.38
H 2.13 -1.33 0.79
H 2.80 0.35 1.36
H -1.67 -1.62 -1.86
```

Highest occupied orbital energy (alpha / beta): -13.200 / -14.587 eV
Charge: +1
Total energy: -698.60833 a.u.
Spin multiplicity: 3
Orbital gap (alpha / beta): 7.76 / 4.78 eV

***

Density functional theory data (ωB97M-V with the def2-TZVPD basis set) for a 2-piece molecular cluster, C3H9N3 overall at a distorted geometry.

Structure (XYZ):
```
15
Properties=species:S:1:pos:R:3
C 2.40 -1.30 -0.42
C 1.73 0.91 -0.46
N 2.53 0.04 -0.01
H 2.21 -1.99 0.42
H 3.26 -1.66 -1.01
H 1.45 -1.45 -0.98
H 1.74 1.97 -0.27
H 0.92 0.47 -1.06
N -1.97 0.22 1.51
C -2.41 0.33 0.25
N -3.01 1.38 -0.23
H -1.80 -0.73 1.79
H -1.89 1.09 2.00
H -2.39 -0.64 -0.29
H -2.76 1.36 -1.24
```

Highest occupied orbital energy: -8.997 eV
Total energy: -283.90181 a.u.
SMILES: [H]/N=C/N.C=NC
Orbital gap: 9.77 eV